Entry from the Open Molecules 2025 dataset: one molecule with the formula C5H10O2 (the ωB97M-V functional and the def2-TZVPD basis).

Geometry (Å):
C (1.078, -1.180, -0.589)
C (-0.307, -0.767, -0.112)
C (-0.849, 0.528, -0.782)
O (-0.272, 0.954, -1.991)
C (-0.376, 1.336, 0.430)
C (-0.306, 0.013, 1.223)
O (0.821, -0.230, 2.029)
H (1.089, -1.339, -1.673)
H (1.383, -2.114, -0.109)
H (1.832, -0.426, -0.352)
H (-0.989, -1.625, -0.147)
H (-1.948, 0.502, -0.854)
H (-0.356, 0.238, -2.633)
H (-1.011, 2.147, 0.800)
H (0.631, 1.713, 0.230)
H (-1.235, -0.167, 1.783)
H (0.815, 0.415, 2.747)

## Properties
Structure (SMILES)   C[C@@H]1[C@H](O)C[C@@H]1O
HOMO   -9.774 eV
Energy   -9441.201 eV
Relative energy (zero: lowest compared OMol25 entry of this formula, charge and spin)   177.70 kJ/mol